ORCA calculation (ωB97M-V with the def2-TZVPD basis set) on C34H50As2FN4O2PbSSi as an isolated structure.

```
96
Properties=species:S:1:pos:R:3:mulliken_charge:R:1
Pb 0.0497 -0.2529 0.0749 1.606
O 0.4320 -1.5618 -4.2123 -0.798
C 0.0960 -1.2610 -3.0623 -0.407
O 0.8361 -0.8090 -2.1444 -0.268
C -1.3955 -1.4349 -2.7471 1.001
C -2.3301 -1.2882 -3.8085 -0.977
C -3.6578 -1.4052 -3.5427 -1.141
C -4.0815 -1.6990 -2.2202 1.209
C -5.4390 -1.8190 -1.8445 -0.748
C -5.7809 -2.0908 -0.5498 -0.690
C -4.7761 -2.2535 0.4296 -0.780
C -3.4561 -2.1438 0.0942 0.191
C -3.0779 -1.8641 -1.2414 -0.339
N -1.7550 -1.7322 -1.5286 0.563
H -1.9432 -1.0781 -4.7942 0.547
H -4.4023 -1.2792 -4.3214 0.395
H -6.2036 -1.6855 -2.6018 0.383
H -6.8229 -2.1743 -0.2679 0.380
H -5.0567 -2.4547 1.4557 0.374
H -2.6736 -2.2361 0.8395 0.237
C -3.2785 -1.3694 4.1770 -1.305
As -1.8360 -0.3178 3.3260 1.141
C -0.6235 -0.3285 4.8707 -1.186
C -2.6801 1.4440 3.6040 0.372
C -3.1095 1.8220 4.8754 -0.567
C -3.7323 3.0414 5.0880 -0.893
C -3.9395 3.8978 4.0152 -0.678
C -3.5150 3.5248 2.7503 -0.501
C -2.8796 2.3038 2.5251 -0.395
As -2.2093 1.7547 0.7457 1.262
C -1.7007 3.5365 0.1217 -1.290
C -3.9815 1.5554 -0.0787 -1.259
H -3.4922 -1.0246 5.1893 0.420
H -2.9834 -2.4192 4.2097 0.412
H -4.1829 -1.2782 3.5754 0.225
H -1.1067 0.0219 5.7822 0.410
H 0.2340 0.3041 4.6435 0.197
H -0.2775 -1.3523 5.0210 0.387
H -2.9549 1.1614 5.7214 0.167
H -4.0513 3.3224 6.0847 0.384
H -4.4270 4.8541 4.1661 0.384
H -3.6756 4.2047 1.9202 0.274
H -1.2372 4.0671 0.9526 0.156
H -2.5653 4.0930 -0.2434 0.553
H -0.9879 3.4145 -0.6900 0.258
H -4.6283 1.0283 0.6221 0.314
H -3.8730 0.9724 -0.9921 0.249
H -4.4213 2.5247 -0.3174 0.479
C 1.3000 4.9748 3.6799 -0.915
Si 2.4304 5.0264 2.1942 0.123
C 4.2036 4.7791 2.7683 -1.146
C 2.2766 6.7675 1.4839 -1.206
C 2.1195 3.8329 0.7721 0.395
C 2.5691 4.2191 -0.4817 -0.376
C 2.3634 3.4361 -1.6170 -1.206
C 1.6872 2.2484 -1.4498 -0.820
N 1.2810 1.8349 -0.2514 1.136
C 1.4738 2.5685 0.8659 -0.693
S 0.8927 1.8996 2.3469 -0.387
H 1.5366 5.8295 4.3226 0.361
H 1.4198 4.0520 4.2426 0.255
H 0.2500 5.0386 3.3890 0.271
H 4.4829 5.5080 3.5330 0.342
H 4.9013 4.8733 1.9331 0.330
H 4.3249 3.7794 3.1917 0.294
H 2.4661 7.5074 2.2656 0.328
H 1.2649 6.9319 1.1057 0.324
H 2.9725 6.9630 0.6666 0.358
H 3.0822 5.1693 -0.5946 0.210
H 2.6996 3.7502 -2.5952 0.439
H 1.4430 1.5812 -2.2701 0.427
C 3.6501 -0.1572 1.4882 -1.262
N 3.0247 -0.9982 0.4796 1.372
C 3.6367 -0.7537 -0.8209 -1.197
C 3.1493 -2.3896 0.8838 -1.108
C 2.5391 -3.4083 -0.0677 -1.342
N 1.0976 -3.3208 -0.2247 1.331
C 0.3865 -3.7745 0.9508 -0.998
C 0.6760 -4.0602 -1.4002 -1.421
H 4.7271 -0.3840 1.5892 0.321
H 3.1639 -0.3027 2.4525 0.235
H 3.5337 0.8913 1.2214 0.263
H 4.6723 -1.1370 -0.8550 0.299
H 3.6631 0.3211 -0.9992 0.347
H 3.0448 -1.1944 -1.6197 0.135
H 2.7051 -2.4877 1.8782 0.323
H 4.2201 -2.6549 0.9914 0.390
H 2.8323 -4.4135 0.2937 0.429
H 2.9877 -3.2911 -1.0553 0.482
H 0.5864 -4.8387 1.1772 0.296
H -0.6863 -3.6525 0.7894 0.149
H 0.6602 -3.1793 1.8230 0.222
H 0.9543 -5.1280 -1.3323 0.382
H 1.1340 -3.6333 -2.2923 0.302
H -0.4050 -3.9908 -1.5073 0.293
F -1.1708 0.9898 -1.3788 -0.796
```

charge: -1
HOMO energy: -4.487 eV
multiplicity: 1
Kohn-Sham gap: 7.0613 eV

***

ORCA calculation (ωB97M-V with the def2-TZVPD basis set) on C34H50AuBClN6O2 as an isolated structure in a non-equilibrium geometry.

```
95
Properties=species:S:1:pos:R:3:mulliken_charge:R:1
Au 0.0769 0.0591 0.0349 1.706
C 1.8159 2.5033 -0.9916 -1.402
C 2.9726 2.0380 -0.1168 0.211
C 3.0059 2.7946 1.2112 -1.412
C 3.0187 0.5608 0.1302 -0.408
C 4.1038 -0.1958 0.5388 -1.654
C 3.6634 -1.5111 0.6934 0.294
C 4.5164 -2.6266 1.2421 0.733
C 5.1620 -2.1246 2.5429 -1.538
C 3.8468 -3.9659 1.5107 -1.149
N 2.3703 -1.5457 0.3404 1.323
N 1.9933 -0.2918 -0.0060 0.264
B 1.2508 -2.6063 0.0707 0.112
N 0.2137 -2.3143 1.2331 0.815
N 0.2398 -1.0519 1.7913 -0.888
C -0.6025 -1.0196 2.8306 -0.414
C -1.1019 -2.2956 3.0133 -1.140
C -0.6012 -3.0716 1.9638 -0.068
C -0.9441 -4.5086 1.7111 0.540
C -1.1402 -4.8387 0.2346 -1.039
C 0.0655 -5.4445 2.3771 -1.357
C -0.8142 0.2376 3.6135 1.285
C 0.1013 0.2500 4.8413 -1.608
C -2.2779 0.3898 4.0177 -1.569
N 0.7604 -2.3369 -1.3853 1.198
N 0.1033 -1.1885 -1.7260 0.290
C -0.0954 -1.1597 -3.0353 -0.924
C 0.4496 -2.3278 -3.5767 -1.320
C 1.0021 -3.0320 -2.5282 0.654
C 1.8992 -4.2285 -2.7044 0.052
C 1.5333 -5.5213 -1.9779 -1.550
C 3.3512 -3.8216 -2.4489 -1.611
C -0.7921 -0.0656 -3.7905 0.754
C 0.1675 0.5711 -4.7971 -1.353
C -1.4454 0.9821 -2.9068 -1.006
H 1.9392 3.5631 -1.2157 0.500
H 0.8498 2.4272 -0.4840 0.200
H 1.7740 1.9658 -1.9385 0.259
H 3.8981 2.2562 -0.6609 0.611
H 2.0907 2.6148 1.7774 0.231
H 3.0848 3.8645 1.0281 0.430
H 3.8485 2.4877 1.8276 0.421
H 5.0992 0.1700 0.7069 0.626
H 5.3179 -2.7803 0.5089 0.406
H 4.3968 -1.9377 3.2967 0.369
H 5.7276 -1.2069 2.4008 0.383
H 5.8426 -2.8814 2.9300 0.446
H 2.9935 -3.8566 2.1823 0.166
H 4.5707 -4.6140 2.0026 0.544
H 3.5145 -4.4695 0.6085 0.086
H 1.6443 -3.7098 0.1397 -0.587
H -1.7688 -2.6387 3.7829 0.581
H -1.9091 -4.6356 2.2136 0.624
H -0.1871 -5.0152 -0.2541 -0.373
H -1.6555 -4.0366 -0.2934 0.093
H -1.7327 -5.7474 0.1360 0.644
H 1.0482 -5.3327 1.9159 0.073
H -0.2464 -6.4809 2.2499 0.447
H 0.1613 -5.2436 3.4423 0.400
H -0.5313 1.0748 2.9636 -0.003
H -0.1720 -0.5491 5.5296 0.348
H 0.0068 1.1968 5.3704 0.449
H 1.1450 0.1152 4.5613 0.363
H -2.5710 -0.4069 4.7014 0.335
H -2.9439 0.3559 3.1561 0.323
H -2.4278 1.3356 4.5365 0.430
H 0.4611 -2.6180 -4.6117 0.548
H 1.8118 -4.4418 -3.7759 0.476
H 1.7869 -5.4869 -0.9178 0.140
H 2.0992 -6.3420 -2.4171 0.544
H 0.4761 -5.7561 -2.0753 0.402
H 3.5010 -3.5339 -1.4105 0.363
H 3.6419 -2.9803 -3.0760 0.361
H 4.0164 -4.6568 -2.6633 0.466
H -1.5880 -0.5728 -4.3501 0.378
H 1.0142 1.0285 -4.2826 0.234
H -0.3411 1.3471 -5.3664 0.432
H 0.5610 -0.1609 -5.4999 0.395
H -0.7134 1.5393 -2.3220 0.015
H -2.1713 0.5398 -2.2267 0.001
H -1.9621 1.7112 -3.5310 0.521
Cl -7.6100 0.4904 0.4448 -0.218
C -5.9299 0.0756 0.3474 -0.145
C -5.5746 -1.2962 0.2589 -0.738
C -4.2775 -1.6868 0.1793 -0.885
C -3.2069 -0.7260 0.1879 -0.368
O -2.0123 -1.1250 0.1257 0.609
C -3.5859 0.6583 0.2785 1.632
C -2.6447 1.6953 0.3280 -0.764
O -1.3958 1.6038 0.2772 -0.581
C -4.9634 1.0299 0.3568 -1.217
H -6.3652 -2.0346 0.2534 0.473
H -4.0142 -2.7328 0.1073 0.416
H -3.0257 2.7194 0.4251 0.388
H -5.2210 2.0775 0.4255 0.472
```

charge: +1
energy relative to the best compared isomer or geometry (same formula, charge and spin): 238.8 kJ/mol
HOMO energy (spin up / spin down): -10.220 / -10.220 eV
multiplicity: 1
Kohn-Sham gap (spin up / spin down): 4.8531 / 4.8540 eV